# C5H5BrFN

A structure of composition C5H5BrFN (the ωB97M-V functional and the def2-TZVPD basis, the OMol25 dataset).

energy relative to the best compared isomer or geometry (same formula, charge and spin) = 2.110 eV
LUMO level (spin up / spin down) = -0.060 / -0.060 Ha
orbital gap (spin up / spin down) = 7.438 / 7.440 eV
E_tot = -2922.0676 hartree
max |F| = 3.5 eV Å⁻¹
HOMO (spin up / spin down) = -9.078 / -9.079 eV

Each line ends with the Löwdin charge.
Cartesian coordinates (Å):
C1 -0.18480 -0.26144 -1.43148  -0.050
C2 0.65768 0.84852 -1.26823  -0.092
C3 0.94335 0.74902 0.94796  -0.134
C4 0.09421 -0.44056 1.05875  -0.166
C5 -0.65143 -0.83712 -0.22199  -0.457
N1 1.03954 1.46545 -0.10635  0.069
F1 -1.04735 -2.12839 -0.08585  0.045
Br1 -2.81826 0.41327 0.27862  0.121
H1 -0.49176 -0.84085 -2.27804  0.117
H2 1.09595 1.30384 -2.21112  0.136
H3 1.41885 1.18090 1.90257  0.151
H4 0.74429 -1.14525 1.58109  0.131
H5 -0.80029 -0.30740 1.83408  0.129

=====

# C45H55BrN7OSTeZr

A structure of composition C45H55BrN7OSTeZr (the ωB97M-V functional and the def2-TZVPD basis, the OMol25 dataset).

energy relative to the best compared isomer or geometry (same formula, charge and spin) = 1.449 eV
LUMO level = -0.130 Ha
orbital gap = 5.712 eV
E_tot = -5493.5084 hartree
max |F| = 1.5 eV Å⁻¹
HOMO = -9.244 eV
net charge = +1

Each line ends with the Löwdin charge.
Cartesian coordinates (Å):
Zr1 0.56092 -0.73780 0.06831  1.777
C1 -4.47483 -3.66802 2.21575  -0.072
C2 -4.78137 -2.24714 1.72020  -0.178
C3 -3.71892 -1.77310 0.78198  -0.122
C4 -3.71636 -1.83923 -0.57928  -0.121
C5 -4.82883 -2.27831 -1.47738  -0.184
C6 -5.73080 -1.10476 -1.88184  -0.072
C7 -2.44121 -1.32641 -1.01406  -0.245
N1 -1.65810 -0.99831 0.06667  -0.029
C8 -2.44892 -1.21558 1.16745  -0.266
C9 -2.11189 -0.86547 2.45901  0.013
C10 -0.96890 -0.19039 2.83461  -0.275
C11 -0.68129 0.23677 4.18380  -0.104
C12 -1.60147 -0.12868 5.31057  -0.174
C13 -1.16000 0.24084 6.72260  -0.081
C14 0.47068 0.96763 4.11854  -0.118
C15 0.88613 0.95586 2.73795  -0.284
C16 1.98839 1.63167 2.25789  0.057
C17 2.35195 1.76762 0.93225  -0.232
N2 1.70904 1.18528 -0.12074  -0.025
C18 2.39482 1.58240 -1.23612  -0.237
C19 2.08106 1.22538 -2.53276  0.065
C20 0.98351 0.47884 -2.91419  -0.220
N3 0.11506 -0.12258 -2.04330  -0.019
C21 -0.92069 -0.57714 -2.81576  -0.242
C22 -2.08530 -1.15554 -2.34038  0.034
C23 -0.67731 -0.30316 -4.20911  -0.121
C24 0.52242 0.33972 -4.27292  -0.118
C25 1.20762 0.88375 -5.48534  -0.181
C26 0.64493 2.24718 -5.91147  -0.070
C27 -1.60708 -0.64977 -5.32718  -0.176
C28 -2.79558 0.31510 -5.44131  -0.072
C29 3.49158 2.45263 -0.87890  -0.131
C30 3.46255 2.57055 0.47690  -0.128
C31 4.33758 3.40652 1.35659  -0.183
C32 3.63962 4.70879 1.77006  -0.071
C33 4.43376 3.10144 -1.84282  -0.179
C34 5.48079 2.13714 -2.41548  -0.083
N4 0.01439 0.22501 1.96778  -0.083
C35 1.21465 1.72487 5.17521  -0.192
C36 0.79961 3.19971 5.24112  -0.068
H1 -5.20556 -3.98078 2.96146  0.077
H2 -3.47578 -3.72161 2.65159  0.056
H3 -4.51326 -4.37339 1.38412  0.078
H4 -4.86826 -1.56946 2.57123  0.111
H5 -5.74598 -2.24215 1.21129  0.110
H6 -5.42440 -3.03618 -0.96609  0.111
H7 -4.42559 -2.74679 -2.37718  0.108
H8 -6.19356 -0.65137 -1.00506  0.079
H9 -6.52359 -1.44601 -2.54784  0.077
H10 -5.15466 -0.33428 -2.39626  0.068
H11 -2.82816 -1.10448 3.23224  0.116
H12 -1.74891 -1.21226 5.27386  0.116
H13 -2.57698 0.32819 5.11450  0.125
H14 -0.23826 -0.27527 6.99108  0.071
H15 -1.92950 -0.06779 7.43019  0.081
H16 -1.02047 1.31616 6.83460  0.071
H17 2.58953 2.16077 2.98468  0.111
H18 2.70260 1.63678 -3.31591  0.110
H19 -2.81835 -1.44759 -3.07999  0.110
H20 1.09328 0.17705 -6.30945  0.113
H21 2.27696 0.98129 -5.29304  0.102
H22 -0.37621 2.14821 -6.27780  0.062
H23 1.25004 2.67349 -6.71180  0.076
H24 0.64262 2.94195 -5.07074  0.080
H25 -1.98293 -1.66653 -5.18739  0.113
H26 -1.05686 -0.64422 -6.26946  0.110
H27 -3.39638 0.31668 -4.53124  0.062
H28 -3.43657 0.02819 -6.27516  0.079
H29 -2.45382 1.33522 -5.61438  0.068
H30 5.26011 3.64239 0.82547  0.107
H31 4.62176 2.83733 2.24497  0.113
H32 3.42026 5.31490 0.89066  0.082
H33 4.27176 5.29225 2.43983  0.078
H34 2.69800 4.50347 2.28036  0.063
H35 4.94993 3.91986 -1.34104  0.108
H36 3.86214 3.53957 -2.66488  0.117
H37 6.12409 1.74864 -1.62416  0.074
H38 6.11191 2.65610 -3.13707  0.076
H39 5.01141 1.29308 -2.92266  0.065
H40 2.28619 1.65834 4.97704  0.107
H41 1.05164 1.26433 6.14385  0.088
H42 0.96128 3.70282 4.28639  0.067
H43 1.38234 3.71604 6.00465  0.079
H44 -0.25618 3.29437 5.49722  0.076
O1 4.93840 -4.55199 -0.97092  0.099
C37 4.33097 -3.41480 -0.59456  -0.310
C38 4.95001 -2.16138 -0.65695  0.026
C39 4.22523 -1.05978 -0.26911  -0.101
N5 2.96750 -1.13818 0.17664  -0.107
C40 2.34853 -2.34033 0.28534  -0.620
Br1 -0.17696 -3.62235 2.07220  0.221
C41 3.03116 -3.48912 -0.11977  -0.098
H45 5.85998 -4.39051 -1.20179  0.122
H46 5.97016 -2.06417 -1.00729  0.123
H47 4.66543 -0.06907 -0.30358  0.110
H48 2.57808 -4.47035 -0.01560  0.121
Te1 1.83130 -2.35036 2.80483  1.130
C42 1.46955 -2.77754 4.88877  -0.903
C43 0.64837 -3.53861 5.66110  -0.245
C44 1.00361 -3.52280 7.04175  -0.194
C45 2.09467 -2.76092 7.29960  -0.420
S1 2.70669 -2.04052 5.86425  0.894
H49 -0.18155 -4.10555 5.26106  0.086
H50 0.46496 -4.06615 7.80526  0.106
H51 2.59188 -2.58396 8.24018  0.068
N6 0.14834 -2.96759 -1.22698  -0.108
N7 0.96399 -2.90192 -2.40908  0.003
H52 0.28343 -3.84700 -0.73687  0.043
H53 -0.81178 -2.96220 -1.55120  0.069
H54 0.83909 -3.73166 -2.97777  0.093
H55 1.93231 -2.88060 -2.11969  0.049

=====

Q: The highest max |F| belongs to which entry?
A: C5H5BrFN

=====

Q: Which formula does entry 1 have?
A: C5H5BrFN

=====

What did the first record say?
# C5H5BrFN

A structure of composition C5H5BrFN (the ωB97M-V functional and the def2-TZVPD basis, the OMol25 dataset).

energy relative to the best compared isomer or geometry (same formula, charge and spin) = 2.110 eV
LUMO level (spin up / spin down) = -0.060 / -0.060 Ha
orbital gap (spin up / spin down) = 7.438 / 7.440 eV
E_tot = -2922.0676 hartree
max |F| = 3.5 eV Å⁻¹
HOMO (spin up / spin down) = -9.078 / -9.079 eV

Each line ends with the Löwdin charge.
Cartesian coordinates (Å):
C1 -0.18480 -0.26144 -1.43148  -0.050
C2 0.65768 0.84852 -1.26823  -0.092
C3 0.94335 0.74902 0.94796  -0.134
C4 0.09421 -0.44056 1.05875  -0.166
C5 -0.65143 -0.83712 -0.22199  -0.457
N1 1.03954 1.46545 -0.10635  0.069
F1 -1.04735 -2.12839 -0.08585  0.045
Br1 -2.81826 0.41327 0.27862  0.121
H1 -0.49176 -0.84085 -2.27804  0.117
H2 1.09595 1.30384 -2.21112  0.136
H3 1.41885 1.18090 1.90257  0.151
H4 0.74429 -1.14525 1.58109  0.131
H5 -0.80029 -0.30740 1.83408  0.129

=====

Q: energy relative to the best compared isomer or geometry (same formula, charge and spin) of number 2 (C45H55BrN7OSTeZr)?
A: 1.449 eV